Entry 1:
125
Properties=species:S:1:pos:R:3:forces:R:3 method="wB97M-V/def2-TZVPD" charge=+2 multiplicity=3 lumo_energy_ev="-4.86 / -9.33" e_homo_ev="-12.378 / -12.378" e_tot_ha=-5869.2685
Cu 9.26214 -21.47316 -4.07922 0.0 -1.2 -0.7
Cu 12.82530 -22.97464 -1.79159 -0.5 -1.9 -2.3
O 12.75313 -22.98975 -6.29144 1.6 -0.9 -1.7
C 12.19418 -22.88172 -5.12175 -1.5 1.6 2.5
O 12.78927 -22.96974 -4.06121 3.9 -1.0 3.0
O 11.02716 -22.53983 -5.10919 -4.1 0.9 -1.3
H 11.94631 -22.87396 -6.79863 0.0 0.0 -1.0
O 9.11664 -25.36905 -2.12377 -0.3 -0.6 0.7
C 9.81151 -24.26493 -2.13846 1.6 3.6 -2.3
O 10.98404 -24.26146 -1.67522 2.3 0.0 1.2
O 9.32451 -23.27810 -2.77295 -0.3 -0.4 0.9
H 8.31953 -24.96257 -2.47161 -1.2 -0.8 -0.3
C 13.76776 -18.79791 -5.25513 0.5 -0.7 -0.6
O 14.95094 -19.06547 -5.98946 0.1 0.9 -0.2
C 15.37870 -20.40670 -5.87909 -1.3 0.4 -0.3
C 16.64656 -20.62624 -6.61422 -0.6 0.7 0.3
N 17.62672 -20.01852 -5.76711 1.6 -0.1 -0.7
C 18.95655 -20.41611 -6.15681 1.7 -0.2 -0.1
C 19.91364 -20.17014 -5.01574 0.7 -0.7 -1.2
O 19.44498 -21.01483 -3.97310 0.0 1.2 1.1
C 19.82747 -20.55622 -2.68214 -0.2 0.4 0.3
H 13.02426 -19.48620 -5.65708 -0.6 0.1 0.3
H 13.45126 -17.76160 -5.37337 0.2 -0.1 -0.3
H 13.91443 -18.98615 -4.19157 0.0 -0.1 0.2
H 14.63175 -21.05307 -6.33993 -0.5 -0.3 0.6
H 15.56303 -20.55178 -4.81463 -0.4 -0.9 0.2
H 16.52269 -20.11706 -7.56999 0.4 0.0 -0.2
H 16.82240 -21.69096 -6.76771 0.0 -0.2 -0.1
H 17.55416 -20.49329 -4.87861 -0.3 0.2 0.4
H 19.38908 -19.99696 -7.06529 -0.5 0.7 -0.1
H 19.07768 -21.48158 -6.35224 -0.6 -0.6 0.0
H 20.07983 -19.09974 -4.89436 -0.7 0.1 1.1
H 20.90606 -20.55073 -5.25731 0.2 0.0 -0.4
H 19.07475 -19.91354 -2.22556 -0.4 0.2 -0.2
H 20.71384 -19.92464 -2.74171 0.3 -0.4 0.1
H 19.93661 -21.38448 -1.98201 0.3 -0.2 -0.3
C 15.08872 -20.64130 -1.79380 0.8 2.3 -1.4
O 14.73498 -21.98267 -1.70916 -0.7 -2.2 1.7
C 15.87749 -22.89975 -1.55021 1.4 0.0 -1.9
C 15.49936 -24.31984 -1.24026 -0.2 1.0 1.3
N 14.42322 -24.78085 -2.06266 -1.8 -0.2 0.9
C 14.07161 -26.13258 -1.63463 -1.0 -2.1 -1.6
C 13.49479 -26.92630 -2.91060 0.0 1.1 0.8
O 14.27342 -26.60856 -4.06320 0.6 -0.9 0.6
C 13.92710 -27.53622 -5.08749 -0.6 1.3 -1.2
H 14.24268 -19.96708 -1.92699 -0.5 -0.6 0.2
H 15.67396 -20.47468 -2.69814 0.1 -0.2 -0.3
H 15.70749 -20.17126 -1.02942 -0.1 -0.9 0.8
H 16.67478 -22.57289 -0.88268 -0.6 0.5 0.5
H 16.39292 -22.91233 -2.51056 -0.2 0.2 -0.3
H 15.21117 -24.28796 -0.18953 -0.7 -0.4 0.2
H 16.29320 -25.06604 -1.20701 0.8 0.6 -0.5
H 14.64512 -24.91677 -3.03857 0.4 0.8 -0.6
H 13.40558 -26.16622 -0.77244 -0.3 0.2 -0.3
H 14.94349 -26.70562 -1.31912 0.5 0.2 0.0
H 12.48326 -26.58755 -3.13454 -0.3 0.0 0.3
H 13.47548 -28.01447 -2.85063 0.1 0.0 0.9
H 14.11011 -26.96996 -6.00070 -0.3 -0.1 -0.2
H 12.86290 -27.74575 -4.97939 -0.1 -0.1 -0.4
H 14.43782 -28.48368 -5.25949 0.6 0.0 1.1
C 8.99685 -18.51878 -5.86089 -1.8 -0.3 0.2
O 8.80553 -19.95870 -5.88882 1.2 0.7 0.7
C 8.09159 -20.45802 -6.97921 -1.0 -1.3 -0.1
C 7.91402 -22.01406 -6.81044 0.7 1.8 -0.5
N 7.55400 -22.39470 -5.44728 0.4 0.1 -0.9
C 7.29263 -23.84357 -5.44819 0.4 -0.8 -0.3
C 8.53550 -24.73059 -5.84860 -0.5 -1.0 1.2
O 8.82915 -24.82907 -7.24798 -0.1 0.6 0.4
C 10.04508 -25.52562 -7.57329 -0.7 1.8 0.0
H 9.04954 -18.10100 -6.86627 0.9 -0.1 0.0
H 9.73680 -18.21244 -5.12148 0.5 -0.4 -0.6
H 8.07775 -18.06924 -5.48501 -0.3 0.0 0.2
H 8.56427 -20.28221 -7.94552 0.5 0.1 0.0
H 7.11936 -19.97813 -7.09137 -0.3 0.2 0.4
H 8.86202 -22.46227 -7.10793 -0.2 -0.3 0.2
H 7.10467 -22.33818 -7.46465 0.2 0.0 -0.5
H 6.64308 -21.96501 -5.37185 -0.3 0.2 0.8
H 6.47492 -24.15961 -6.09592 -0.1 0.4 -0.7
H 6.82894 -23.98968 -4.47261 0.8 -0.9 0.4
H 8.38937 -25.78112 -5.59738 -0.9 -0.1 0.6
H 9.36290 -24.48742 -5.18199 0.6 0.8 -0.5
H 10.12064 -26.56967 -7.26941 -0.4 -0.1 -0.1
H 10.86415 -24.95369 -7.13724 0.4 -0.2 0.2
H 10.06062 -25.34831 -8.64866 0.4 -0.7 -0.1
C 16.34589 -23.35457 -11.02151 1.4 -0.5 0.9
O 15.07933 -23.45528 -11.67491 -0.6 0.8 0.3
C 14.98106 -22.42009 -12.64682 0.9 -0.7 0.3
C 13.74413 -22.42701 -13.63360 -0.1 -0.3 -0.5
N 12.44408 -22.09726 -13.01121 4.1 -2.3 1.3
C 12.01465 -23.17132 -12.09504 -3.0 2.6 1.5
C 11.12025 -22.60398 -10.95959 0.2 0.5 0.3
O 11.81235 -21.63747 -10.15626 -0.6 -0.7 0.3
C 11.04961 -21.25538 -8.96410 1.2 0.9 -0.7
H 17.20437 -23.58266 -11.65325 -0.3 0.2 -0.7
H 16.51264 -24.06121 -10.20853 -1.1 -0.6 -0.2
H 16.60597 -22.44039 -10.48790 -0.7 0.8 -0.5
H 15.83051 -22.66387 -13.28488 -0.1 0.5 -0.9
H 15.18936 -21.43773 -12.22292 -0.4 0.2 0.2
H 13.72930 -23.40831 -14.10787 -0.4 -0.1 0.2
H 14.00379 -21.71291 -14.41510 -0.2 0.2 0.2
H 12.51936 -21.15717 -12.64971 -1.0 0.7 0.2
H 12.73438 -23.62548 -11.41400 1.4 -0.4 -1.4
H 11.27711 -23.77430 -12.62471 0.8 -0.8 -0.3
H 10.93018 -23.50461 -10.37578 -0.5 0.0 0.2
H 10.19588 -22.17451 -11.34584 -0.2 0.0 0.1
H 10.95312 -22.00555 -8.17921 -0.5 -0.6 -0.7
H 10.12944 -20.76164 -9.27652 -0.2 -0.5 0.1
H 11.64374 -20.49600 -8.45572 0.2 0.2 -0.3
C 18.91376 -26.01961 -3.44593 -0.5 -1.1 -0.3
C 18.55298 -24.92540 -4.45290 -1.3 -0.6 -0.3
C 17.15219 -25.20040 -5.15983 1.8 -2.4 1.9
O 16.89788 -24.37505 -6.19703 -1.9 2.3 -2.0
C 15.50579 -23.95223 -6.35257 0.5 -0.4 1.0
N 18.60054 -23.65672 -3.77141 0.2 1.0 0.4
H 18.23146 -26.06859 -2.59731 0.0 0.4 0.1
H 19.93518 -26.00001 -3.06592 0.0 0.6 -0.1
H 18.83201 -27.01452 -3.88363 0.0 -0.1 -0.4
H 19.25389 -25.03257 -5.28076 0.3 0.5 -0.1
H 16.34604 -25.39301 -4.45193 -0.3 0.9 0.4
H 17.26479 -26.21067 -5.55325 0.2 -0.5 -0.2
H 15.26055 -23.57169 -7.34411 0.7 0.1 0.0
H 15.26987 -23.21514 -5.58502 0.1 0.4 -0.1
H 14.76631 -24.72751 -6.15206 0.3 -0.6 -0.1
H 17.85076 -22.99808 -3.92672 -0.4 -0.4 -0.5
H 19.38907 -23.06804 -3.99897 0.4 -0.3 0.0

=====

Entry 2:
117
Properties=species:S:1:pos:R:3:forces:R:3 method="wB97M-V/def2-TZVPD" charge=-1 multiplicity=1 lumo_energy_ev=1.57 e_homo_ev=-3.887 e_tot_ha=-2220.8216
C -2.88700 0.17681 4.48055 0.3 0.2 0.2
C -2.86839 1.44180 3.61790 -0.6 -0.6 0.5
C -4.14501 2.23202 3.87069 0.0 0.5 -0.3
C -4.20136 3.58345 3.15812 -0.4 -0.3 0.0
C -5.53910 4.28278 3.38669 0.2 0.3 0.2
C -5.55551 5.75995 2.98941 -0.5 -0.1 -0.2
C -6.60729 6.57503 3.74660 0.0 -0.2 0.0
C -8.05734 6.18102 3.40291 0.0 -0.1 0.2
Al -9.07879 4.87503 4.60542 0.1 0.2 0.1
C -9.27507 5.64520 6.51232 0.4 -0.5 -0.4
C -8.08019 5.30609 7.40764 0.0 0.1 0.1
O -7.14106 6.39036 7.52108 0.1 -0.2 0.3
B -10.99893 4.45013 3.67934 0.1 0.0 0.1
O -11.85394 5.41111 3.15226 -0.4 -0.3 0.0
C -11.51914 2.95925 3.50660 -0.1 0.2 -0.2
C -12.86308 2.74809 2.81002 0.1 -0.4 0.1
H -3.80880 -0.38404 4.33189 0.0 -0.1 0.0
H -2.04279 -0.48249 4.28515 0.0 -0.1 -0.1
H -2.82396 0.46509 5.53206 -0.1 -0.1 0.1
H -1.98058 2.01947 3.87821 0.1 0.2 -0.2
H -2.85296 1.13458 2.57467 0.3 0.2 -0.1
H -4.30548 2.40261 4.93814 0.1 -0.1 0.1
H -4.99949 1.64362 3.52354 0.0 -0.1 0.1
H -4.06178 3.40905 2.08608 0.2 0.2 -0.1
H -3.39593 4.22518 3.52408 0.1 0.0 -0.1
H -6.33698 3.75914 2.86150 -0.1 -0.1 0.1
H -5.77983 4.21575 4.45084 -0.1 -0.1 0.0
H -4.56522 6.20203 3.12463 0.1 0.0 0.0
H -5.82545 5.83426 1.92963 0.3 0.1 -0.1
H -6.42710 6.42273 4.81771 0.1 0.2 0.1
H -6.42122 7.63351 3.53357 0.0 0.1 0.0
H -8.10044 5.81278 2.36937 0.0 0.1 -0.1
H -8.66637 7.09523 3.41166 -0.1 0.0 0.0
H -8.30522 3.44868 4.81647 0.1 -0.1 0.0
H -9.43657 6.72815 6.52776 -0.2 0.1 0.2
H -10.15674 5.15614 6.93681 -0.2 0.2 0.0
H -7.53710 4.43701 7.02430 0.0 -0.1 0.0
H -8.38768 5.05136 8.42835 0.0 0.1 0.1
H -7.37285 7.01964 6.84114 0.0 0.2 -0.3
H -11.53434 6.27317 3.39911 0.2 0.4 -0.1
H -10.72782 2.41399 2.98020 0.0 -0.1 0.0
H -11.52407 2.52826 4.51373 0.0 -0.1 0.0
H -13.66930 3.27258 3.32175 0.0 0.2 -0.1
H -13.13976 1.68855 2.79153 0.0 0.0 0.0
H -12.82308 3.07761 1.77228 -0.1 0.2 0.0
C -2.08970 -2.03243 -3.29751 0.0 -0.1 0.0
O -1.76093 -3.08322 -2.41118 0.0 0.1 0.0
C -0.36604 -3.28257 -2.22964 0.1 -0.1 0.0
C 0.04572 -2.95272 -0.81177 -0.1 0.1 0.0
N -0.05989 -1.52312 -0.55868 -0.1 -0.1 0.1
C 0.15232 -1.13458 0.83271 0.1 0.1 -0.1
C -0.85519 -1.61270 1.87107 0.1 0.0 0.2
O -2.14059 -1.04906 1.72278 0.1 -0.2 -0.3
C -3.00627 -1.73460 0.83744 -0.1 0.1 0.1
H -3.16952 -2.04970 -3.43177 0.0 0.0 0.0
H -1.80115 -1.05291 -2.90088 0.0 0.0 0.0
H -1.61078 -2.17136 -4.27182 0.0 0.0 0.0
H 0.20802 -2.68311 -2.94381 0.0 0.0 0.0
H -0.15172 -4.33785 -2.42450 0.0 0.0 0.0
H 1.08740 -3.26059 -0.66877 0.0 0.0 0.0
H -0.57491 -3.55181 -0.13148 0.0 -0.1 0.0
H -0.97517 -1.20417 -0.85008 0.0 0.0 0.0
H 0.16437 -0.04227 0.87007 0.0 0.0 0.0
H 1.15015 -1.47212 1.13471 0.0 0.0 0.0
H -0.49099 -1.28031 2.84709 0.0 0.0 0.0
H -0.92262 -2.70716 1.91643 0.0 0.0 -0.1
H -2.80839 -2.81000 0.83001 0.0 0.0 0.0
H -2.93917 -1.35137 -0.18534 0.0 -0.1 0.0
H -4.02571 -1.56840 1.18618 0.0 0.0 0.0
C 3.00953 0.87454 -1.83741 0.0 0.0 0.1
O 3.86513 -0.18943 -1.46511 0.0 0.0 -0.2
C 3.23413 -1.46428 -1.48732 0.0 -0.1 0.2
C 3.83770 -2.34782 -2.55587 0.0 0.1 -0.1
N 3.49176 -1.86399 -3.88635 0.1 0.0 0.1
C 4.18600 -2.53739 -4.97635 -0.1 0.1 0.0
C 5.69931 -2.38010 -5.05784 0.1 -0.2 -0.1
O 6.13466 -1.06725 -5.35496 0.0 0.0 0.1
C 6.29793 -0.21062 -4.23778 0.0 0.0 -0.1
H 3.55765 1.80143 -1.67688 0.0 0.0 0.0
H 2.71623 0.81663 -2.89192 0.0 0.0 0.0
H 2.10365 0.88656 -1.22471 0.0 0.0 0.0
H 2.15551 -1.35995 -1.62828 0.0 0.0 0.0
H 3.40129 -1.93164 -0.51084 0.0 0.0 0.0
H 3.44742 -3.36437 -2.44008 0.0 0.0 0.0
H 4.92345 -2.38479 -2.38590 0.0 -0.1 0.1
H 3.68896 -0.87243 -3.93340 0.0 0.0 0.0
H 3.76428 -2.16736 -5.91442 0.0 0.0 0.0
H 3.95446 -3.60656 -4.92507 0.0 0.0 0.0
H 6.04725 -3.00495 -5.88644 0.0 0.0 0.0
H 6.19982 -2.74934 -4.15372 -0.1 0.0 0.1
H 6.59603 -0.76633 -3.34468 0.0 0.0 0.0
H 5.38783 0.35282 -4.01576 0.0 0.0 0.1
H 7.08388 0.50379 -4.48451 0.0 0.0 0.0
C 10.98387 -6.65592 -2.43338 0.0 0.0 -0.1
O 10.82947 -6.39532 -3.81329 0.0 0.1 0.1
C 9.48177 -6.20998 -4.22833 0.0 -0.1 -0.1
C 9.25144 -4.79046 -4.69477 0.1 0.1 0.1
N 9.32562 -3.85584 -3.58118 0.1 0.0 -0.1
C 9.29205 -2.44931 -3.96803 0.0 0.0 0.2
C 10.45121 -1.90396 -4.79139 -0.1 0.1 -0.1
O 11.68460 -1.86566 -4.09827 0.0 -0.1 0.0
C 12.46000 -3.04583 -4.16269 0.0 0.1 0.1
H 12.03517 -6.88083 -2.26303 0.0 0.0 0.0
H 10.70385 -5.79467 -1.81692 0.0 0.0 0.0
H 10.38587 -7.51835 -2.12287 0.0 0.0 0.0
H 8.79154 -6.46332 -3.41841 0.0 0.0 0.0
H 9.29331 -6.89287 -5.06179 0.0 0.0 0.0
H 8.25643 -4.72334 -5.14561 0.0 0.0 0.0
H 9.98948 -4.57575 -5.48075 0.0 0.0 -0.1
H 10.17560 -4.03406 -3.06153 0.0 0.0 0.0
H 9.23520 -1.85946 -3.04935 0.0 0.0 0.0
H 8.36831 -2.26276 -4.52237 0.0 0.0 -0.1
H 10.21388 -0.86652 -5.04044 0.0 0.0 0.0
H 10.56931 -2.43726 -5.74268 0.0 -0.1 0.0
H 12.31026 -3.57521 -5.10783 0.0 0.0 0.0
H 12.24086 -3.72909 -3.33660 0.0 -0.1 0.0
H 13.50802 -2.75509 -4.08782 0.0 0.0 0.0

=====

Among the records above, which one has the lowest charge? C30H74AlBN3O8

=====

Which of these has the lowest charge? C30H74AlBN3O8

=====

Which value of charge does entry 1 give? +2

=====

The highest charge belongs to which entry? C30H73Cu2N5O15